Molecular formula: C3H21N3O6
Method: DFT, wB97M-V/def2-TZVPD

Structure (XYZ):
```
33
Properties=species:S:1:pos:R:3:forces:R:3
H 0.1586 3.1384 -0.5893 -0.6 0.1 0.0
N 0.0934 2.1465 -0.7838 1.2 0.1 0.1
C -0.5174 1.4534 0.0740 0.5 0.5 1.7
N -1.2380 1.9614 1.1850 -0.3 0.3 0.2
N -0.3610 0.0773 0.2147 -2.3 -1.5 -1.3
C -1.7278 -0.6307 0.0637 0.6 0.1 0.7
C -1.6279 -1.8296 -0.9091 -1.6 0.8 1.3
H -2.1821 1.6452 1.3439 0.1 -0.2 -0.2
H -1.1286 2.9316 1.4376 0.0 0.1 -0.6
H 0.1638 -0.3570 -0.5329 0.4 1.0 -0.2
H -2.0898 -0.9466 1.0480 0.3 -0.1 0.0
H -2.4453 0.0937 -0.2968 -0.1 0.1 -0.3
H -2.0585 -2.6938 -0.4064 0.6 -0.4 0.1
H -2.3541 -1.6452 -1.6986 0.8 0.1 -0.6
H -0.5958 -1.9628 -1.1851 -0.2 -0.5 -0.7
O 1.7551 -2.4021 -0.9624 -0.2 0.0 0.3
H 1.0204 -2.0155 -0.4710 0.2 -0.1 0.0
H 2.3286 -2.7086 -0.2501 0.3 0.1 -0.2
O 0.1251 -2.5628 2.4900 0.3 0.4 -0.6
H 0.9149 -2.8045 1.9884 0.0 -0.3 0.3
H -0.0745 -1.7200 2.0577 -0.3 0.1 0.1
O -2.1771 0.8862 -2.5225 0.1 0.4 -0.5
H -2.5444 1.3204 -3.3025 -0.2 -0.1 0.2
H -1.2209 1.0442 -2.6539 0.0 -0.3 0.2
O 3.4926 -0.3235 1.2912 -0.2 0.0 0.4
H 3.0084 0.1741 1.9703 0.0 -0.1 -0.3
H 3.7676 0.3278 0.6419 0.0 0.1 0.0
O 0.6535 0.8726 -3.0766 0.8 -0.1 0.3
H 1.1303 0.0388 -2.9801 -0.1 -0.2 -0.4
H 1.0545 1.4056 -2.3552 -0.8 0.0 -0.2
O 0.6784 0.9085 2.8862 -0.5 -0.1 0.7
H -0.1990 1.3236 2.7671 0.6 0.1 -0.4
H 0.4017 0.0394 3.1997 0.5 -0.2 0.1
```
Forces are in eV/Å.

Results
Energy relative to the best compared isomer or geometry (same formula, charge and spin) = 13.8 kJ/mol
LUMO energy = 0.40 eV
Total charge = 0
Largest force on an atom = 3.00 eV/A
DFT total energy = -742.580286 hartree
HOMO-LUMO gap = 10.221 eV
SMILES string = [H]/N=C(\N)NCC.O.O.O.O.O.O